w:
The following is a quantum chemistry calculation of a cluster of 4 separate species, C2H12NO4 in total, from the OMol25 dataset.

Geometry as ORCA input:
```
! wB97M-V def2-TZVPD RIJCOSX def2/J DEFGRID3
* xyz 1 1
O -1.3468 1.8799 -2.4284
C -1.7515 1.5232 -1.3629
C -0.8248 1.2421 -0.1936
N 0.0145 -0.0276 -0.3248
H -2.7886 1.5233 -0.9819
H -0.0682 2.0300 -0.0937
H -1.3264 1.1591 0.7654
H 0.0454 -0.3950 0.6409
H -0.3825 -0.6583 -1.0227
H 0.9290 0.3752 -0.5061
H -0.7217 -3.3999 -1.5644
H -1.5936 -2.1588 -2.0592
O -0.7032 -2.4967 -1.8986
H 2.5579 -2.0224 0.7897
H 3.6001 -0.9796 1.4364
O 2.6604 -1.2059 1.3070
H 0.0741 1.4968 3.0412
H 1.2502 0.8644 2.2953
O 0.3757 1.2502 2.1604
*
```

For the HOMO energy, the calculation gives -14.30 eV. For the HOMO-LUMO gap, the calculation gives 0.387 Eh.

Charges obtained by Mulliken population analysis, quoted in units of e: number 1, O, carries -0.38; number 2, C, carries -0.06; number 3, C, carries -0.48; number 4, N, carries -0.16; number 5, H, carries 0.32; number 6, H, carries 0.40; number 7, H, carries 0.40; number 8, H, carries 0.35; number 9, H, carries 0.23; number 10, H, carries 0.38; number 11, H, carries 0.33; number 12, H, carries 0.34; number 13, O, carries -0.69; number 14, H, carries 0.32; number 15, H, carries 0.33; number 16, O, carries -0.63; number 17, H, carries 0.29; number 18, H, carries 0.29; number 19, O, carries -0.58


x:
The following is a quantum chemistry calculation of a cluster of 4 separate species, C2H12NO4 in total, from the OMol25 dataset.

Geometry as ORCA input:
```
! wB97M-V def2-TZVPD RIJCOSX def2/J DEFGRID3
* xyz 1 1
O -1.3876 -0.4460 -2.6391
C -1.7634 -0.5958 -1.5121
C -1.2765 0.1844 -0.3017
N 0.1374 0.0184 0.0513
H -2.6235 -1.3106 -1.4008
H -1.5529 1.2450 -0.3092
H -2.0259 -0.1197 0.4379
H 0.3590 -0.0329 1.0471
H 0.6260 -0.8049 -0.3642
H 0.7972 0.7112 -0.3175
H 2.3595 -2.9664 -0.1166
H 1.0279 -3.1902 -0.6945
O 1.6412 -2.4574 -0.5441
H 2.9605 0.7251 1.6361
H 3.0979 2.1903 1.9253
O 2.4078 1.5084 1.8207
H -1.5489 1.7872 2.5905
H -0.0582 1.8729 2.2644
O -0.9165 1.6651 1.8781
*
```

For the HOMO energy, the calculation gives -13.98 eV. For the HOMO-LUMO gap, the calculation gives 0.385 Eh.

Charges obtained by Mulliken population analysis, quoted in units of e: number 1, O, carries -0.38; number 2, C, carries -0.21; number 3, C, carries -0.31; number 4, N, carries -0.18; number 5, H, carries 0.36; number 6, H, carries 0.41; number 7, H, carries 0.32; number 8, H, carries 0.39; number 9, H, carries 0.21; number 10, H, carries 0.42; number 11, H, carries 0.32; number 12, H, carries 0.33; number 13, O, carries -0.68; number 14, H, carries 0.32; number 15, H, carries 0.32; number 16, O, carries -0.62; number 17, H, carries 0.30; number 18, H, carries 0.28; number 19, O, carries -0.60


Looking at the structures above, x is most stable, and the difference to the next one is 1.2 kcal/mol.